Record 1
C42H33I2N5O2PTa as an isolated structure, computed with ωB97M-V/def2-TZVPD.

CARTESIAN COORDINATES (ANGSTROEM)
Ta1 -0.7014 0.7279 1.0445
O1 -4.2603 1.8526 2.7369
C1 -3.1365 1.8521 2.3512
N1 -2.5773 0.7961 1.5538
C2 -3.2585 -0.5043 1.6401
C3 -2.3067 -1.4000 2.4090
C4 -2.6879 -2.5754 3.0172
C5 -1.7474 -3.2921 3.7471
C6 -0.4496 -2.8079 3.8465
C7 -0.1247 -1.6392 3.1958
N2 -1.0319 -0.9387 2.4814
C8 -2.0896 2.8467 2.7270
C9 -2.3940 3.9692 3.4539
C10 -1.3542 4.8283 3.8106
C11 -0.0618 4.5189 3.4209
C12 0.1701 3.3678 2.6882
N3 -0.8223 2.5246 2.3405
H1 -4.2045 -0.3722 2.1678
H2 -3.4870 -0.8921 0.6457
H3 -3.7156 -2.9086 2.9515
H4 -2.0313 -4.2083 4.2492
H5 0.3009 -3.3230 4.4296
H6 0.8737 -1.2289 3.2641
H7 -3.4216 4.1543 3.7402
H8 -1.5553 5.7221 4.3880
H9 0.7715 5.1569 3.6818
H10 1.1725 3.1005 2.3918
C13 3.5679 1.8454 0.2020
C14 2.4098 1.3871 0.8223
N4 1.1857 1.6642 0.3626
C15 1.0770 2.4386 -0.7557
C16 2.1847 2.9573 -1.4276
C17 3.4587 2.6295 -0.9248
C18 1.9724 3.8149 -2.5602
C19 0.7204 4.1363 -2.9579
C20 -0.4296 3.6010 -2.2810
C21 -1.7584 3.9193 -2.6319
C22 -2.7971 3.3611 -1.9251
C23 -2.5231 2.4720 -0.8877
N5 -1.2768 2.1487 -0.5211
C24 -0.2421 2.7299 -1.2100
H11 4.5306 1.5951 0.6264
H12 2.4855 0.8077 1.7348
H13 4.3469 3.0051 -1.4200
H14 2.8356 4.2178 -3.0747
H15 0.5614 4.8091 -3.7912
H16 -1.9522 4.6007 -3.4524
H17 -3.8268 3.5864 -2.1666
H18 -3.3310 1.9874 -0.3594
O2 -0.3643 -0.6794 -0.1550
P1 0.3198 -1.8063 -1.1620
C25 1.3304 -2.8365 -0.1461
C26 1.3400 -4.2125 -0.3940
C27 2.1879 -5.0343 0.3360
C28 3.0140 -4.4954 1.3107
C29 3.0047 -3.1250 1.5674
C30 2.1691 -2.3027 0.8371
C31 1.2586 -0.8911 -2.3417
C32 0.6020 0.0160 -3.1887
C33 1.3172 0.6559 -4.1813
C34 2.6773 0.3868 -4.3435
C35 3.3273 -0.5122 -3.5118
C36 2.6194 -1.1589 -2.5053
C37 -1.0015 -2.6762 -1.9271
C38 -2.1880 -2.9681 -1.2481
C39 -3.1630 -3.7264 -1.8691
C40 -2.9485 -4.2096 -3.1569
C41 -1.7649 -3.9358 -3.8288
C42 -0.7875 -3.1622 -3.2231
H19 0.6923 -4.6457 -1.1461
H20 2.1996 -6.0985 0.1422
H21 3.6730 -5.1428 1.8747
H22 3.6584 -2.7118 2.3250
H23 2.1873 -1.2347 1.0163
H24 -0.4668 0.1833 -3.0988
H25 0.8175 1.3329 -4.8619
H26 3.2264 0.8670 -5.1439
H27 4.3770 -0.7295 -3.6584
H28 3.1208 -1.8772 -1.8679
H29 -2.3329 -2.6316 -0.2292
H30 -4.0873 -3.9555 -1.3559
H31 -3.7110 -4.8080 -3.6382
H32 -1.6061 -4.3178 -4.8282
H33 0.1253 -2.9343 -3.7615
I1 2.5922 0.9336 4.5715
I2 3.5156 1.4026 7.0167

Calculated values
LUMO: -12.808 eV
2S+1: 1
Kohn-Sham gap: 0.18072 hartree
Calculated total energy: -3037.1811 a.u.
Total charge: +4



Record 2
C23H18F12N5O2PdS as an isolated structure in a non-equilibrium geometry, computed with ωB97M-V/def2-TZVPD.

CARTESIAN COORDINATES (ANGSTROEM)
Pd1 0.3140 0.2390 1.9414
C1 -1.5945 5.9229 4.0799
C2 -1.1225 4.9104 3.0637
C3 0.1036 5.0582 2.4116
C4 0.6010 4.0648 1.5986
C5 -0.0912 2.8510 1.3907
N1 0.5274 1.7910 0.7131
C6 1.3937 2.0143 -0.3362
C7 1.0378 3.0373 -1.2392
C8 1.8625 3.4396 -2.2687
C9 3.0927 2.8293 -2.4699
C10 4.0555 3.2907 -3.5416
C11 3.4136 1.7709 -1.6357
C12 2.5872 1.3198 -0.6005
C13 3.0726 0.1641 0.2904
O1 2.2084 -0.3777 1.1721
C14 4.3299 0.6633 1.0994
F1 4.6038 -0.1356 2.1358
F2 4.1042 1.8921 1.5980
F3 5.4668 0.7405 0.3652
C15 3.4907 -1.0546 -0.6141
F4 3.8772 -2.0988 0.1440
F5 2.4165 -1.4547 -1.3198
F6 4.4843 -0.8640 -1.5031
C16 -1.3720 2.7470 1.9660
C17 -1.8406 3.7617 2.8058
C18 -2.1986 1.4706 1.7804
O2 -1.6527 0.5315 0.9732
C19 -3.6256 1.7786 1.2042
F7 -4.3861 2.6489 1.9009
F8 -3.5048 2.3001 -0.0286
F9 -4.3433 0.6467 1.0911
C20 -2.5077 0.8300 3.2494
F10 -2.4616 -0.5066 3.2125
F11 -1.6183 1.2112 4.1862
F12 -3.7279 1.1401 3.7567
H1 -1.3477 6.9413 3.7731
H2 -2.6739 5.8586 4.2328
H3 -1.1158 5.7446 5.0468
H4 0.6883 5.9607 2.5697
H5 1.5755 4.1738 1.1375
H6 0.0837 3.5251 -1.0828
H7 1.5426 4.2463 -2.9219
H8 3.7083 4.2164 -4.0050
H9 5.0468 3.4747 -3.1193
H10 4.1707 2.5424 -4.3312
H11 4.3662 1.2876 -1.7967
H12 -2.8006 3.6426 3.2930
C21 -0.1402 -5.3154 0.5549
C22 0.1388 -4.5619 1.8003
N2 0.2775 -5.0677 2.9803
N3 0.5129 -3.9671 3.7675
C23 0.5249 -2.8021 3.1094
S1 0.8179 -1.2869 3.7873
N4 0.2763 -3.1902 1.8285
N5 0.2109 -2.4187 0.6765
H13 -0.2105 -6.3734 0.7944
H14 0.6519 -5.1445 -0.1725
H15 -1.0740 -4.9742 0.1089
H16 0.6609 -4.0590 4.7546
H17 1.0451 -1.8289 0.6267
H18 -0.6000 -1.8142 0.7230

Calculated values
Energy above the lowest of the compared OMol25 structures with the same formula, charge and spin: 34.4 kcal/mol
LUMO: 2.348 eV
2S+1: 1
Kohn-Sham gap: 0.23781 hartree
Calculated total energy: -3036.0990 a.u.
Total charge: -1



Record 3
C28H38BaN4OP2 as an isolated structure in a non-equilibrium geometry, computed with ωB97M-V/def2-TZVPD.

CARTESIAN COORDINATES (ANGSTROEM)
Ba1 -0.4091 -0.5237 5.6223
C1 -1.4885 2.0111 4.8513
C2 -1.8282 1.0379 3.9147
C3 -1.0378 0.7437 2.6381
C4 0.2819 -0.1406 2.5187
C5 1.4534 0.0478 3.4738
C6 1.7165 1.1872 4.1718
C7 1.0278 2.5192 3.9674
C8 -0.2786 2.9319 4.7539
C9 1.7625 -1.5062 6.6925
H1 -1.9198 1.9539 5.8375
H2 -2.4485 0.2018 4.2433
H3 -0.8241 1.7342 2.2203
H4 -1.7997 0.2563 2.0028
H5 -0.0181 -1.2179 2.4546
H6 0.7471 0.0762 1.5368
H7 1.9223 -0.8822 3.7890
H8 2.4177 1.1492 5.0060
H9 0.8297 2.6219 2.8896
H10 1.7923 3.2756 4.2202
H11 0.0205 3.3054 5.7632
H12 -0.7409 3.7966 4.2481
H13 1.4569 -1.2281 7.7411
H14 2.5993 -1.0095 6.1955
H15 1.2305 -2.3855 6.2658
P1 1.2887 -1.2058 -3.0707
P2 -1.6869 -0.6058 -2.6536
N1 2.7557 -0.2384 -2.9324
N2 1.9280 -2.5002 -4.1057
N3 -1.8669 1.1455 -2.4308
N4 -3.3703 -0.9888 -3.0098
C10 0.4454 -0.2089 -4.3870
C11 -1.0488 -0.5721 -4.3982
C12 3.0202 0.4184 -1.7175
C13 4.0226 1.3545 -1.9331
C14 4.3856 1.2907 -3.3300
C15 3.5791 0.3142 -3.9204
C16 2.1559 -3.7805 -3.5722
C17 2.6681 -4.5959 -4.5792
C18 2.7445 -3.8044 -5.7829
C19 2.2781 -2.5278 -5.4613
C20 -1.7694 1.7072 -1.1472
C21 -1.9627 3.0815 -1.2435
C22 -2.1627 3.3922 -2.6363
C23 -2.0883 2.1875 -3.3383
C24 -4.3237 -0.3230 -3.7911
C25 -5.3774 -1.2036 -4.0509
C26 -5.0416 -2.4650 -3.4300
C27 -3.8091 -2.3108 -2.8107
H16 0.9003 -0.3943 -5.3670
H17 0.5764 0.8562 -4.1405
H18 -1.6319 0.1275 -5.0101
H19 -1.1943 -1.5874 -4.8018
H20 2.4722 0.1399 -0.8320
H21 4.4485 2.0108 -1.1875
H22 5.1378 1.8831 -3.8221
H23 3.5436 -0.0389 -4.9381
H24 1.9324 -3.9778 -2.5387
H25 2.9575 -5.6314 -4.4729
H26 3.0987 -4.1266 -6.7471
H27 2.1613 -1.6602 -6.0904
H28 -1.5818 1.0714 -0.2989
H29 -1.9638 3.7847 -0.4208
H30 -2.3427 4.3661 -3.0608
H31 -2.1694 2.0022 -4.3976
H32 -4.1930 0.7089 -4.0708
H33 -6.2715 -0.9825 -4.6079
H34 -5.6384 -3.3663 -3.4442
H35 -3.2021 -2.9951 -2.2413
C28 -0.0306 0.0296 9.1594
O1 -0.1877 0.2165 7.8148
H36 -0.8496 0.7244 9.4169
H37 1.0036 0.3710 9.4069
H38 -0.2047 -1.0484 9.4069

Calculated values
Energy above the lowest of the compared OMol25 structures with the same formula, charge and spin: 74.4 kcal/mol
LUMO: -0.476 eV
2S+1: 1
Kohn-Sham gap: 0.16662 hartree
Calculated total energy: -2091.9517 a.u.
Total charge: 0



- Which formula does entry 2 have?
  C23H18F12N5O2PdS



Repeat the second record exactly.
C23H18F12N5O2PdS as an isolated structure in a non-equilibrium geometry, computed with ωB97M-V/def2-TZVPD.

CARTESIAN COORDINATES (ANGSTROEM)
Pd1 0.3140 0.2390 1.9414
C1 -1.5945 5.9229 4.0799
C2 -1.1225 4.9104 3.0637
C3 0.1036 5.0582 2.4116
C4 0.6010 4.0648 1.5986
C5 -0.0912 2.8510 1.3907
N1 0.5274 1.7910 0.7131
C6 1.3937 2.0143 -0.3362
C7 1.0378 3.0373 -1.2392
C8 1.8625 3.4396 -2.2687
C9 3.0927 2.8293 -2.4699
C10 4.0555 3.2907 -3.5416
C11 3.4136 1.7709 -1.6357
C12 2.5872 1.3198 -0.6005
C13 3.0726 0.1641 0.2904
O1 2.2084 -0.3777 1.1721
C14 4.3299 0.6633 1.0994
F1 4.6038 -0.1356 2.1358
F2 4.1042 1.8921 1.5980
F3 5.4668 0.7405 0.3652
C15 3.4907 -1.0546 -0.6141
F4 3.8772 -2.0988 0.1440
F5 2.4165 -1.4547 -1.3198
F6 4.4843 -0.8640 -1.5031
C16 -1.3720 2.7470 1.9660
C17 -1.8406 3.7617 2.8058
C18 -2.1986 1.4706 1.7804
O2 -1.6527 0.5315 0.9732
C19 -3.6256 1.7786 1.2042
F7 -4.3861 2.6489 1.9009
F8 -3.5048 2.3001 -0.0286
F9 -4.3433 0.6467 1.0911
C20 -2.5077 0.8300 3.2494
F10 -2.4616 -0.5066 3.2125
F11 -1.6183 1.2112 4.1862
F12 -3.7279 1.1401 3.7567
H1 -1.3477 6.9413 3.7731
H2 -2.6739 5.8586 4.2328
H3 -1.1158 5.7446 5.0468
H4 0.6883 5.9607 2.5697
H5 1.5755 4.1738 1.1375
H6 0.0837 3.5251 -1.0828
H7 1.5426 4.2463 -2.9219
H8 3.7083 4.2164 -4.0050
H9 5.0468 3.4747 -3.1193
H10 4.1707 2.5424 -4.3312
H11 4.3662 1.2876 -1.7967
H12 -2.8006 3.6426 3.2930
C21 -0.1402 -5.3154 0.5549
C22 0.1388 -4.5619 1.8003
N2 0.2775 -5.0677 2.9803
N3 0.5129 -3.9671 3.7675
C23 0.5249 -2.8021 3.1094
S1 0.8179 -1.2869 3.7873
N4 0.2763 -3.1902 1.8285
N5 0.2109 -2.4187 0.6765
H13 -0.2105 -6.3734 0.7944
H14 0.6519 -5.1445 -0.1725
H15 -1.0740 -4.9742 0.1089
H16 0.6609 -4.0590 4.7546
H17 1.0451 -1.8289 0.6267
H18 -0.6000 -1.8142 0.7230

Calculated values
Energy above the lowest of the compared OMol25 structures with the same formula, charge and spin: 34.4 kcal/mol
LUMO: 2.348 eV
2S+1: 1
Kohn-Sham gap: 0.23781 hartree
Calculated total energy: -3036.0990 a.u.
Total charge: -1



- Number 2 is which compound?
  C23H18F12N5O2PdS